A 2-piece molecular cluster, C5H15NOS overall at a distorted geometry, computed with the ωB97M-V functional and the def2-TZVPD basis.

Results
HOMO-LUMO gap (eV): 9.59
Total energy (eV): -19800.2260
Max |F| (hartree/bohr): 0.0363
Highest occupied orbital energy (eV): -8.60
LUMO energy (eV): 1.0
Structure (SMILES): CCNCCCS.O

Positions of all 23 atoms, in Å:
C -0.246 -1.515 0.284
C 0.944 -2.269 0.833
S 1.652 -3.529 -0.317
C -0.138 0.025 0.311
N -0.591 0.758 -0.861
C 0.120 0.549 -2.117
C -0.794 0.877 -3.291
H -1.155 -1.827 0.779
H -0.369 -1.815 -0.761
H 1.842 -1.698 1.096
H 0.771 -2.739 1.802
H 1.304 -4.605 0.395
H -0.622 0.514 1.132
H 0.935 0.204 0.379
H -1.572 0.607 -1.022
H 0.963 1.231 -2.112
H 0.492 -0.469 -2.252
H -1.145 1.899 -3.319
H -0.192 0.691 -4.182
H -1.520 0.079 -3.427
H -0.032 4.779 4.881
H -0.428 4.234 6.337
O -0.220 4.018 5.431



C49H59GeN2OP2Pd as an isolated structure, computed with the ωB97M-V functional and the def2-TZVPD basis.

Results
HOMO-LUMO gap (eV): 5.70
Total energy (eV): -135348.0410
Net charge: +3
Max |F| (hartree/bohr): 0.0143
Highest occupied orbital energy (eV): -15.57
LUMO energy (eV): -9.9

Positions of all 115 atoms, in Å:
Pd 0.153 -0.447 -0.108
C 0.726 -1.344 2.883
N -0.210 -0.540 2.058
C -0.306 0.816 2.654
C -1.555 -1.132 2.214
C -1.674 -2.317 1.333
N -1.580 -1.841 -0.063
C -1.303 -2.998 -0.938
C -2.906 -1.270 -0.429
H 0.345 -1.370 3.907
H 1.705 -0.890 2.892
H 0.822 -2.355 2.503
H -0.557 0.720 3.715
H -1.105 1.363 2.161
H 0.624 1.357 2.565
H -2.294 -0.377 1.954
H -1.721 -1.377 3.268
H -2.624 -2.837 1.490
H -0.884 -3.045 1.517
H -2.141 -3.700 -0.909
H -0.406 -3.508 -0.590
H -1.155 -2.672 -1.961
H -3.684 -2.013 -0.228
H -2.936 -1.021 -1.478
H -3.121 -0.378 0.151
C 5.175 -2.170 -4.372
C 4.571 -0.758 -4.408
C 5.270 0.080 -5.483
C 3.070 -0.842 -4.715
C 2.548 -1.019 -5.995
C 1.179 -0.956 -6.245
C 0.283 -0.684 -5.222
C 0.760 -0.571 -3.910
P -0.180 0.083 -2.500
C -1.882 -0.027 -3.110
C -2.324 -1.268 -3.587
C -3.630 -1.426 -4.021
C -4.513 -0.354 -3.982
C -4.083 0.880 -3.523
C -2.774 1.042 -3.087
C 0.275 1.904 -2.548
C -0.350 2.922 -1.681
C 0.374 4.191 -1.559
C 1.379 4.555 -2.407
C 1.754 3.620 -3.376
C 1.250 2.305 -3.425
C 2.128 -0.707 -3.714
O 2.467 -0.534 -2.412
C 3.712 -0.039 -2.133
C 3.785 0.475 -0.853
C 4.999 1.027 -0.444
C 6.075 1.014 -1.320
C 5.952 0.454 -2.590
C 4.748 -0.087 -3.039
P 2.452 0.089 0.317
C 2.672 1.401 1.539
C 3.106 1.247 2.854
C 3.209 2.353 3.691
C 2.881 3.616 3.225
C 2.462 3.781 1.909
C 2.361 2.682 1.074
C 3.064 -1.528 0.862
C 2.457 -2.685 0.382
C 2.967 -3.933 0.711
C 4.086 -4.034 1.525
C 4.716 -2.882 1.981
C 4.219 -1.634 1.642
H 5.051 -2.660 -5.339
H 4.698 -2.789 -3.611
H 6.241 -2.120 -4.152
H 5.125 -0.348 -6.474
H 6.345 0.103 -5.315
H 4.903 1.108 -5.496
H 3.222 -1.172 -6.827
H 0.816 -1.070 -7.257
H -0.760 -0.546 -5.456
H -1.649 -2.111 -3.647
H -3.958 -2.384 -4.398
H -5.532 -0.480 -4.322
H -4.764 1.720 -3.509
H -2.476 2.014 -2.734
H -1.131 3.297 -2.400
H 0.016 4.883 -0.804
H 1.860 5.520 -2.350
H 2.481 3.912 -4.126
H 1.657 1.627 -4.161
H 5.112 1.450 0.546
H 7.024 1.427 -1.009
H 6.817 0.441 -3.240
H 3.374 0.278 3.247
H 3.553 2.223 4.708
H 2.964 4.473 3.879
H 2.233 4.772 1.539
H 2.056 2.818 0.039
H 1.596 -2.618 -0.279
H 2.496 -4.828 0.325
H 4.482 -5.005 1.786
H 5.607 -2.955 2.590
H 4.756 -0.754 1.966
C -3.501 4.364 -1.156
Ge -2.489 3.660 0.343
C -3.579 2.489 1.427
C -1.716 5.091 1.389
C -1.061 2.487 -0.396
H -4.378 4.885 -0.767
H -3.869 3.578 -1.816
H -2.942 5.095 -1.742
H -4.460 3.026 1.777
H -3.045 2.135 2.311
H -3.929 1.634 0.845
H -2.520 5.632 1.891
H -1.184 5.823 0.780
H -1.043 4.711 2.159
H -1.575 1.539 -0.584
H -0.293 2.336 0.365



A 2-piece molecular cluster, CH9N2O overall, computed with the ωB97M-V functional and the def2-TZVPD basis.

Results
HOMO-LUMO gap (eV): 10.43
Total energy (eV): -6204.2107
Net charge: +1
Max |F| (hartree/bohr): 0.0121
Highest occupied orbital energy (eV): -14.19
LUMO energy (eV): -3.8

Positions of all 13 atoms, in Å:
N -0.170 0.866 2.018
H -0.497 0.441 1.048
H 0.035 0.118 2.674
H 0.642 1.470 1.973
H -0.934 1.418 2.409
N 1.313 -0.397 -1.023
C -0.057 -0.499 -1.339
O -0.978 -0.190 -0.213
H 1.634 0.545 -0.837
H 1.632 -1.066 -0.338
H -0.322 0.210 -2.110
H -0.299 -1.506 -1.650
H -1.617 -0.906 -0.116



A 7-piece molecular cluster, C26H41F15O16S2 overall at a distorted geometry, computed with the ωB97M-V functional and the def2-TZVPD basis.

Results
HOMO-LUMO gap (eV): 10.45
Total energy (eV): -122816.6947
Max |F| (hartree/bohr): 0.1430
Highest occupied orbital energy (eV): -10.59
LUMO energy (eV): -0.1
Structure (SMILES): CCOC(=O)C(F)(F)F.CCOC(=O)C(F)(F)F.CCOC(=O)C(F)(F)F.CCOC(=O)C(F)(F)F.CCOC(=O)C(F)(F)F.CCOS(C)(=O)=O.CCOS(C)(=O)=O

Positions of all 100 atoms, in Å:
O -7.043 26.792 14.698
S -6.065 27.891 14.909
O -4.677 27.830 14.415
O -6.709 29.225 14.143
C -8.048 29.629 14.308
C -8.159 31.018 14.908
C -6.199 28.537 16.639
H -8.707 29.046 14.952
H -8.563 29.595 13.348
H -9.211 31.264 15.058
H -7.774 31.731 14.179
H -7.505 31.113 15.774
H -5.749 29.530 16.636
H -5.828 27.881 17.427
H -7.285 28.606 16.699
O -7.906 30.505 9.963
S -6.815 29.601 9.559
O -6.580 29.391 8.099
O -5.367 30.000 10.299
C -5.365 30.824 11.463
C -4.036 30.738 12.133
C -7.104 28.066 10.428
H -6.270 30.693 12.056
H -5.521 31.836 11.087
H -3.548 31.679 12.386
H -3.257 30.232 11.562
H -4.172 30.293 13.119
H -8.058 27.677 10.070
H -7.037 28.408 11.460
H -6.235 27.424 10.279
C -7.078 25.034 19.559
C -8.023 25.516 20.702
O -8.800 26.650 20.258
C -8.117 27.903 20.014
O -6.875 28.092 19.953
C -9.104 29.068 19.741
F -10.368 28.770 19.966
F -8.906 30.243 20.385
F -9.009 29.342 18.447
H -6.330 24.412 20.051
H -6.617 25.837 18.985
H -7.729 24.436 18.920
H -7.466 25.736 21.613
H -8.729 24.733 20.976
C -7.250 34.973 14.743
C -5.851 34.813 14.157
O -5.172 33.655 14.668
C -4.452 33.719 15.804
O -4.402 34.732 16.502
C -3.684 32.460 16.128
F -3.292 32.448 17.386
F -4.520 31.397 15.970
F -2.621 32.374 15.309
H -7.451 35.575 15.629
H -7.818 34.045 14.806
H -7.869 35.521 14.032
H -5.247 35.715 14.263
H -5.996 34.499 13.124
C -7.895 33.024 22.002
C -7.313 32.971 20.523
O -6.237 32.197 20.692
C -5.570 31.527 19.687
O -5.946 31.538 18.560
C -4.342 30.699 20.042
F -4.433 29.510 19.418
F -3.205 31.294 19.602
F -4.216 30.471 21.350
H -8.862 33.526 21.977
H -7.180 33.622 22.567
H -8.029 32.006 22.368
H -6.894 33.958 20.328
H -7.974 32.531 19.776
C -9.690 24.456 10.613
C -10.153 24.931 11.951
O -10.354 26.332 11.936
C -11.615 26.812 11.894
O -12.600 26.100 11.785
C -11.673 28.338 11.743
F -10.418 28.892 12.071
F -11.965 28.654 10.504
F -12.628 28.762 12.529
H -10.431 24.764 9.874
H -9.438 23.397 10.572
H -8.874 25.131 10.355
H -9.439 24.543 12.678
H -11.084 24.393 12.128
C -12.598 22.310 15.626
C -12.414 23.431 14.531
O -11.498 24.460 15.017
C -11.934 25.625 15.415
O -13.071 25.865 15.838
C -10.842 26.636 15.545
F -11.294 27.909 15.275
F -10.505 26.791 16.819
F -9.770 26.277 14.776
H -11.630 21.952 15.977
H -13.229 21.476 15.318
H -13.102 22.713 16.505
H -13.413 23.775 14.261
H -12.029 23.100 13.566



C39H37Cl5N7O3STeV as an isolated structure, computed with the ωB97M-V functional and the def2-TZVPD basis.

Results
HOMO-LUMO gap (alpha / beta) (eV): 6.50 / 6.50
Total energy (eV): -164046.1969
Multiplicity: 2
Net charge: -1
Max |F| (hartree/bohr): 0.0071
Highest occupied orbital energy (alpha / beta) (eV): -4.56 / -4.56
LUMO energy (alpha / beta) (eV): 1.9 / 1.9

Positions of all 94 atoms, in Å:
V -0.122 -0.721 0.041
N -3.991 -2.376 2.161
C -2.849 -2.544 1.417
S -2.948 -2.872 -0.235
N -1.735 -2.528 2.151
N -0.593 -2.324 1.494
C 0.436 -2.982 1.922
C 1.744 -2.719 1.362
C 2.886 -3.418 1.759
C 4.100 -3.099 1.186
C 4.161 -2.087 0.235
C 2.986 -1.440 -0.105
N 1.814 -1.755 0.436
H -4.819 -2.224 1.611
H -3.888 -1.806 2.988
H 0.305 -3.758 2.669
H 2.803 -4.194 2.509
H 4.997 -3.630 1.479
H 5.093 -1.801 -0.230
H 2.965 -0.626 -0.821
O -0.016 -2.249 -1.418
N 0.551 -1.994 -2.517
N 0.944 -0.785 -2.599
O 0.773 0.063 -1.605
C 1.556 -0.299 -3.790
C 1.492 -1.030 -4.969
C 2.112 -0.526 -6.100
C 2.778 0.692 -6.059
C 2.824 1.411 -4.875
C 2.213 0.921 -3.730
H 0.960 -1.969 -4.990
H 2.062 -1.087 -7.025
H 3.252 1.082 -6.951
H 3.333 2.366 -4.833
H 2.222 1.473 -2.801
C 2.225 0.764 2.682
C 1.465 1.319 1.490
O 1.730 2.414 1.019
N 0.488 0.511 1.005
Te -1.155 3.782 0.497
C -2.726 5.214 0.659
C -3.445 5.665 -0.455
C -3.188 5.161 -1.846
C -4.466 6.597 -0.269
C -4.809 7.071 0.985
C -5.915 8.077 1.167
C -4.111 6.581 2.082
C -3.082 5.659 1.942
C -2.388 5.153 3.178
C 0.002 4.856 -0.926
C 0.175 4.344 -2.216
C -0.423 3.043 -2.678
C 0.905 5.091 -3.142
C 1.467 6.315 -2.821
C 2.242 7.112 -3.836
C 1.295 6.794 -1.527
C 0.577 6.085 -0.572
C 0.455 6.656 0.815
H 2.409 1.569 3.392
H 3.191 0.391 2.334
H 1.682 -0.050 3.161
H -3.039 4.080 -1.839
H -2.287 5.608 -2.272
H -4.030 5.391 -2.499
H -5.022 6.939 -1.136
H -6.439 8.258 0.228
H -5.523 9.033 1.522
H -6.645 7.731 1.901
H -4.382 6.918 3.079
H -2.816 5.612 4.070
H -1.318 5.370 3.146
H -2.486 4.069 3.272
H -0.383 2.270 -1.915
H 0.106 2.671 -3.556
H -1.471 3.176 -2.961
H 1.032 4.691 -4.144
H 2.357 6.556 -4.766
H 3.238 7.362 -3.464
H 1.735 8.051 -4.068
H 1.739 7.746 -1.250
H 0.995 7.600 0.888
H 0.863 5.958 1.549
H -0.588 6.835 1.084
Cl -2.061 -0.242 -2.821
C -2.701 0.485 -1.375
C -2.097 0.219 -0.145
C -2.753 0.797 0.947
Cl -2.138 0.586 2.566
C -3.888 1.601 0.834
Cl -4.608 2.339 2.224
C -4.410 1.880 -0.420
Cl -5.772 2.928 -0.592
C -3.811 1.310 -1.538
Cl -4.451 1.659 -3.106



One molecule with the formula C7H10 at a distorted geometry, computed with the ωB97M-V functional and the def2-TZVPD basis.

Results
HOMO-LUMO gap (eV): 9.67
Total energy (eV): -7419.1083
Max |F| (hartree/bohr): 0.0304
Highest occupied orbital energy (eV): -8.63
LUMO energy (eV): 1.0
Structure (SMILES): C=C/C=C/C(=C)C

Positions of all 17 atoms, in Å:
C -1.398 1.213 1.281
C -0.226 1.391 0.325
C 0.549 2.463 0.460
C -0.347 -0.942 -0.524
C 0.180 0.282 -0.562
C 1.351 -2.687 -0.857
C 0.201 -2.140 -1.189
H -1.533 0.204 1.651
H -1.260 1.895 2.112
H -2.330 1.602 0.843
H 1.494 2.584 -0.058
H 0.319 3.252 1.167
H -1.231 -1.128 0.074
H 0.894 0.583 -1.323
H 1.768 -3.524 -1.415
H 1.967 -2.493 0.009
H -0.396 -2.555 -1.994